[1]
9
Properties=species:S:1:pos:R:3:mulliken_charge:R:1 method="wB97M-V/def2-TZVPD" orbital_gap_ev=9.4345 smiles="O=COBr.O=CBr" homo_ev=-10.17 multiplicity=1 fmax_ev_per_a=2.53
O 0.2705 0.4050 -1.0397 -0.473
C 1.3714 -0.0418 -1.1517 0.295
O 2.0606 -0.0191 -0.0133 -0.271
Br 3.7063 -0.5656 0.3257 0.100
H 1.8526 -0.6681 -1.8291 0.389
O 0.2963 -1.1817 1.1864 -0.364
C -0.5030 -0.3864 0.8613 0.116
Br -2.1461 -0.9851 0.0486 -0.163
H -0.5071 0.6458 1.0477 0.370



[2]
10
Properties=species:S:1:pos:R:3:mulliken_charge:R:1 method="wB97M-V/def2-TZVPD" orbital_gap_ev=9.8146 smiles=CSS.S homo_ev=-9.26 multiplicity=1 fmax_ev_per_a=0.74
C 0.0510 -0.2089 -1.2786 -0.683
S -1.3636 -1.2605 -0.9109 -0.052
S -2.3964 -0.2032 0.5066 -0.211
H 0.1699 -0.0609 -2.3461 0.306
H -0.0413 0.7637 -0.7946 0.283
H 0.9053 -0.6587 -0.8013 0.207
H -3.2586 0.4469 -0.2922 0.161
S 2.2427 0.2741 2.5240 -0.239
H 1.9519 1.3795 1.8609 0.126
H 1.7391 -0.4721 1.5321 0.102



[3]
70
Properties=species:S:1:pos:R:3:mulliken_charge:R:1 method="wB97M-V/def2-TZVPD" orbital_gap_ev=9.5887 smiles=OCCO.OCCO.OCCO.OCCO.OCCO.OCCO.OCCO homo_ev=-9.67 multiplicity=1 fmax_ev_per_a=2.78
O 0.5938 3.4626 0.5004 -0.498
C -0.3671 3.5313 -0.5507 -0.734
C -1.6545 2.7312 -0.2005 1.173
O -2.5745 3.0782 -1.2173 -0.640
H 0.9775 2.5941 0.4482 0.238
H -0.7322 4.5373 -0.7570 0.403
H 0.0451 3.1514 -1.4876 0.336
H -2.0959 3.0790 0.7091 -0.160
H -1.4315 1.6537 -0.1439 -0.454
H -2.2852 2.9526 -2.1182 0.333
O 4.5951 0.3224 -1.9851 -0.468
C 4.0944 0.5712 -0.6697 -0.660
C 2.6892 0.9490 -0.7278 -0.227
O 2.0826 0.9276 0.6061 -0.598
H 5.5110 0.5421 -1.9979 0.288
H 4.1733 -0.1941 0.0569 0.344
H 4.6052 1.3948 -0.2032 0.328
H 2.1919 0.2381 -1.3870 0.251
H 2.5366 1.9922 -1.0601 0.356
H 1.9319 -0.0151 0.8222 0.282
O 0.2398 -0.7660 3.6673 -0.554
C -0.6127 -1.3147 4.7457 -0.400
C -1.7904 -2.1700 4.2506 -0.516
O -2.6909 -1.4297 3.3694 -0.547
H -0.1380 0.1052 3.4506 0.373
H 0.0413 -1.8653 5.3893 0.374
H -0.9356 -0.4541 5.3053 0.395
H -2.4039 -2.4178 5.1079 0.403
H -1.4444 -3.1168 3.7345 0.232
H -2.4157 -1.5573 2.4315 0.465
O 5.3576 -1.4266 -5.3741 -0.517
C 4.9502 -2.1915 -4.2597 -0.520
C 3.5893 -2.8907 -4.2025 -0.155
O 3.2701 -3.6509 -5.4510 -0.529
H 4.9655 -0.5471 -5.3014 0.314
H 5.6515 -3.0302 -4.1944 0.399
H 5.1716 -1.6741 -3.2884 0.180
H 2.7403 -2.3138 -4.0133 0.279
H 3.6933 -3.4510 -3.2785 0.235
H 4.1300 -3.7606 -5.8484 0.331
O -2.9070 1.2543 4.4151 -0.493
C -2.7821 2.2969 3.4822 -0.435
C -1.3225 2.8222 3.4512 -0.490
O -0.3842 1.8921 2.8510 -0.469
H -3.0640 0.4777 3.8765 0.319
H -3.1131 2.0035 2.4420 0.207
H -3.4181 3.1198 3.7828 0.332
H -1.0959 2.9756 4.5087 0.369
H -1.3353 3.7594 2.8668 0.426
H 0.2404 2.3739 2.3037 0.205
O -2.7095 -1.1927 -1.7383 -0.505
C -3.5583 -0.0578 -1.5586 0.485
C -3.6478 0.7454 -2.8843 -0.843
O -2.4848 1.4382 -3.3396 -0.530
H -2.6076 -1.4318 -2.6356 0.237
H -4.5149 -0.4465 -1.2665 0.295
H -3.0930 0.5238 -0.7515 -0.360
H -4.4376 1.4553 -2.7877 0.382
H -3.9123 -0.0492 -3.5603 0.540
H -1.9045 0.8034 -3.7675 0.318
O 1.1185 -1.8936 1.4310 -0.647
C 0.3083 -1.8070 0.3552 0.737
C -0.8329 -2.8615 0.3746 -0.690
O -2.0393 -2.2573 0.7936 -0.584
H 0.6757 -1.5920 2.2307 0.410
H -0.1582 -0.8322 0.2692 -0.451
H 0.9564 -1.9256 -0.5646 0.254
H -0.6372 -3.6660 1.1111 0.276
H -0.9820 -3.3695 -0.5846 0.343
H -2.6129 -2.1357 0.0163 0.229



[4]
14
Properties=species:S:1:pos:R:3:mulliken_charge:R:1 method="wB97M-V/def2-TZVPD" orbital_gap_ev=10.6341 smiles="C[C@@H](Br)[C@H](O)[N+](=O)[O-]" homo_ev=-10.68 multiplicity=1 fmax_ev_per_a=2.40
C 1.3082 0.2283 0.2026 -1.052
C 0.0498 0.0069 -0.5916 -0.080
Br 0.4884 -0.8078 -2.3421 -0.102
C -1.1276 -0.7777 0.1049 -0.283
O -2.1331 -1.1945 -0.8019 -0.512
N -1.8530 0.1648 1.1349 0.984
O -1.3679 0.0979 2.2452 -0.554
O -2.8245 0.7819 0.7826 -0.559
H 1.9474 1.0165 -0.2790 0.326
H 2.0054 -0.7049 0.2190 0.315
H 0.9670 0.5409 1.2318 0.317
H -0.5138 0.9727 -0.8821 0.366
H -0.8364 -1.6092 0.7123 0.471
H -2.4482 -0.4523 -1.3475 0.363



[5]
17
Properties=species:S:1:pos:R:3:mulliken_charge:R:1 method="wB97M-V/def2-TZVPD" orbital_gap_ev="7.2989 / 6.0958" homo_ev="-6.99 / -10.06" multiplicity=3 fmax_ev_per_a=4.41
C 1.4346 -2.1601 -1.4008 0.586
C -1.8782 0.6633 0.3602 -0.777
C -1.5137 -0.6433 1.1158 -0.448
C -0.3963 1.1859 0.5768 -0.451
C -0.0749 -0.1607 1.1238 0.302
N 0.8709 -1.4770 -0.5946 -0.371
O 1.8198 -2.7950 -2.2692 -0.293
O 2.0767 1.2621 -1.7162 -0.635
Br 1.2174 -0.3810 2.4145 -0.146
H -2.1971 0.3826 -0.5909 0.292
H -2.5729 1.2504 0.7684 0.367
H -1.9109 -0.7806 2.2104 0.218
H -1.7568 -1.5658 0.6072 0.258
H 0.0810 1.5730 -0.3807 0.108
H -0.2173 1.8736 1.3065 0.379
H 2.9031 1.5444 -2.1415 0.306
H 2.1146 0.2282 -1.3896 0.305



[6]
66
Properties=species:S:1:pos:R:3:mulliken_charge:R:1 method="wB97M-V/def2-TZVPD" total_charge=+1 orbital_gap_ev=6.2545 homo_ev=-10.24 multiplicity=1 fmax_ev_per_a=0.81
Sc 0.8874 2.1512 -1.9051 -0.032
Cl 1.1275 4.5639 -1.2942 -0.114
C 1.3915 5.4338 -2.7999 1.105
C 1.4335 6.8119 -2.7308 -0.788
C 1.6074 7.5289 -3.8993 -0.364
C 1.7411 6.8681 -5.1086 -0.653
C 1.7139 5.4842 -5.1546 0.315
Cl 1.9002 4.6931 -6.6674 -0.176
C 1.5316 4.7169 -3.9881 0.069
S 1.5168 2.9595 -4.1221 -0.184
H 1.3312 7.3144 -1.7786 0.430
H 1.6345 8.6085 -3.8643 0.390
H 1.8681 7.4257 -6.0257 0.421
Se -3.2179 -2.8903 1.4275 0.011
P -1.4156 -1.6066 1.9399 0.115
C -2.9262 -3.1994 -0.4563 -0.136
C -1.9550 -4.0851 -0.9037 -0.187
C -1.8584 -4.3506 -2.2637 -0.582
C -2.7229 -3.7396 -3.1604 -0.606
C -3.6823 -2.8461 -2.7050 -0.616
C -3.7901 -2.5776 -1.3489 -0.269
C -2.2312 -0.3637 3.0331 0.308
C -1.6613 -0.1529 4.2848 -0.459
C -2.2149 0.7752 5.1565 -0.618
C -3.3355 1.4970 4.7796 -0.440
C -3.9128 1.2810 3.5340 -0.733
C -3.3674 0.3540 2.6613 -0.258
C -1.2755 -0.5656 0.4460 1.348
C -0.1025 -0.0012 -0.0384 -1.157
N -0.4850 0.8261 -1.0721 0.594
N -1.8157 0.7576 -1.1880 -1.073
N -2.2856 -0.0564 -0.3056 0.134
P 1.6237 -0.3442 0.3080 1.028
Se 2.8894 1.2560 -0.4976 -0.356
C 2.0152 -1.8953 -0.5160 0.842
C 1.1389 -2.4319 -1.4551 -0.548
C 1.5039 -3.5804 -2.1405 -0.741
C 2.7254 -4.1853 -1.8847 -0.624
C 3.5993 -3.6438 -0.9505 -0.758
C 3.2527 -2.4912 -0.2683 -0.393
C 1.8582 -0.4644 2.0888 0.479
C 2.0442 -1.6912 2.7181 0.110
C 2.1914 -1.7265 4.0952 -0.702
C 2.1428 -0.5522 4.8328 -0.629
C 1.9488 0.6696 4.2016 -0.690
C 1.8080 0.7174 2.8260 -0.519
H -1.2988 -4.5811 -0.1998 0.394
H -1.1200 -5.0571 -2.6223 0.668
H -2.6573 -3.9717 -4.2156 0.424
H -4.3525 -2.3657 -3.4055 0.407
H -4.5417 -1.8946 -0.9793 0.389
H -0.7857 -0.7198 4.5759 0.416
H -1.7738 0.9221 6.1344 0.415
H -3.7596 2.2307 5.4527 0.398
H -4.8009 1.8270 3.2425 0.402
H -3.8203 0.1924 1.6934 0.367
H 0.1778 -1.9723 -1.6497 0.407
H 0.8286 -3.9961 -2.8754 0.594
H 3.0029 -5.0834 -2.4203 0.426
H 4.5537 -4.1141 -0.7564 0.426
H 3.9340 -2.0446 0.4464 0.497
H 2.0722 -2.6066 2.1433 0.453
H 2.3392 -2.6774 4.5888 0.410
H 2.2549 -0.5906 5.9084 0.410
H 1.9039 1.5842 4.7770 0.460
H 1.6724 1.6664 2.3214 0.340



[7]
14
Properties=species:S:1:pos:R:3:mulliken_charge:R:1 method="wB97M-V/def2-TZVPD" orbital_gap_ev=8.7119 homo_ev=-9.07 multiplicity=1 fmax_ev_per_a=5.75
C 1.4620 -0.1717 0.6538 -1.295
C -0.5186 0.0591 2.0025 -0.195
C 0.1367 -0.0927 0.7398 0.854
C 0.1249 0.1309 -1.8668 -1.335
C -0.7220 -0.0028 -0.5723 -0.128
O -1.6677 -0.2073 2.1826 -0.412
I -2.0086 -1.8495 -0.4370 0.139
I -1.9476 1.7264 -0.4750 0.206
H 2.1048 -0.1859 -0.1835 0.310
H 2.1392 -0.1610 1.4539 0.343
H 0.0054 0.4174 2.9146 0.371
H -0.5515 0.4904 -2.7538 0.341
H 0.5879 -0.9203 -2.0583 0.324
H 0.8550 0.7669 -1.6004 0.477



[8]
90
Properties=species:S:1:pos:R:3:mulliken_charge:R:1 method="wB97M-V/def2-TZVPD" total_charge=+1 orbital_gap_ev=6.1389 homo_ev=-8.92 multiplicity=1 fmax_ev_per_a=5.07
C -1.5607 -1.3776 -2.4681 0.494
C 0.7729 -1.7501 -2.3204 0.178
C -1.6606 -2.2365 -3.5659 -0.791
C 0.6743 -2.7072 -3.3633 -0.982
C -0.5284 -2.9373 -3.9932 -1.056
H -2.6296 -2.3599 -4.0532 0.471
H 1.5911 -3.2078 -3.6597 0.477
H -0.5815 -3.6407 -4.8220 0.396
N -0.4166 -1.2878 -1.7592 0.818
P -2.9915 -0.1539 -0.2875 -0.904
P 2.9104 -0.2230 -0.9727 1.107
C -2.7951 -0.4995 -2.0966 -1.757
H -2.7265 0.4929 -2.5718 0.376
H -3.6950 -0.9691 -2.5088 0.542
C 2.1200 -1.3810 -2.0137 -1.818
H 2.8354 -2.1294 -2.3521 0.479
C 4.4790 0.5866 -1.7247 2.110
C 3.2465 -1.1037 0.7166 2.397
C -3.7251 1.5795 -0.1488 2.319
C -4.1112 -1.5760 0.2619 2.291
C 4.3999 2.0807 -1.3705 -1.693
H 4.3542 2.2344 -0.2826 0.302
H 5.2995 2.5995 -1.7370 0.509
H 3.5215 2.5646 -1.8104 0.281
C 5.8463 0.0422 -1.2562 -1.649
H 6.0490 0.1737 -0.1862 0.288
H 5.9771 -1.0173 -1.5126 0.332
H 6.6283 0.6070 -1.7936 0.483
C 4.4188 0.3501 -3.2378 -1.543
H 5.2351 0.9007 -3.7275 0.546
H 4.5571 -0.7174 -3.4532 0.305
H 3.4739 0.6708 -3.6917 0.268
C 4.0643 -0.2467 1.6945 -1.358
H 3.4954 0.6203 2.0532 0.095
H 4.2986 -0.8807 2.5638 0.481
H 5.0171 0.1071 1.2895 0.172
C 1.8841 -1.3899 1.3636 -1.856
H 1.3636 -0.4590 1.6238 -0.248
H 1.2293 -2.0079 0.7334 0.225
H 2.0367 -1.9444 2.2992 0.632
C 3.9766 -2.4364 0.4844 -1.730
H 5.0094 -2.3052 0.1355 0.328
H 4.0264 -2.9753 1.4442 0.530
H 3.4515 -3.0881 -0.2239 0.328
C -4.7778 -1.2472 1.6126 -1.665
H -5.3519 -2.1307 1.9445 0.525
H -4.0545 -1.0021 2.4007 0.214
H -5.4956 -0.4179 1.5087 0.312
C -3.2010 -2.8207 0.3660 -1.272
H -2.7735 -3.0791 -0.6152 0.274
H -2.3756 -2.6676 1.0761 0.184
H -3.8020 -3.6828 0.7049 0.528
C -5.2278 -1.9119 -0.7432 -1.780
H -5.9248 -2.6165 -0.2577 0.521
H -5.8063 -1.0311 -1.0450 0.308
H -4.8452 -2.4117 -1.6422 0.427
C -2.8802 2.5591 -0.9911 -1.961
H -3.0924 2.4546 -2.0654 0.381
H -3.1697 3.5802 -0.7000 0.591
H -1.7954 2.4603 -0.8276 0.247
C -3.6977 2.0154 1.3295 -1.659
H -2.6752 2.0429 1.7343 0.172
H -4.1113 3.0347 1.3725 0.565
H -4.3264 1.3751 1.9623 0.287
C -5.1604 1.6420 -0.6754 -1.802
H -5.2224 1.4022 -1.7454 0.335
H -5.8641 1.0123 -0.1187 0.332
H -5.4929 2.6843 -0.5564 0.509
Zn -0.7127 -0.1148 0.0910 2.178
C -1.2808 -0.8400 2.0687 -0.423
O -1.4971 -0.8881 3.2034 -0.290
N 0.7907 0.9622 -0.6011 1.912
C 1.4217 0.9620 -1.6716 -1.975
C 1.1775 1.7535 -2.9658 0.340
C 0.8417 3.1165 -2.8719 -0.266
C 1.0729 1.1552 -4.2297 0.203
C 0.6543 3.9114 -4.0142 -0.771
H 0.7473 3.5599 -1.8807 0.382
C 0.8935 1.9369 -5.3784 -0.828
H 1.1038 0.0626 -4.2905 0.377
C 0.7084 3.3226 -5.2841 -0.588
H 0.4649 4.9864 -3.9200 0.416
H 0.8855 1.4536 -6.3611 0.426
H 0.5657 3.9262 -6.1834 0.401
C 0.5429 2.0806 3.0406 -0.682
O -0.1310 1.8956 1.7897 -0.387
H 1.5041 1.5341 3.0805 0.162
H -0.1188 1.6947 3.8258 0.265
H 0.7310 3.1495 3.2245 0.328
H 0.3889 2.3004 1.0682 0.072



no.,E (Ha)
1,-5451.0621
2,-1236.2381
3,-1611.8295
4,-2972.2913
5,-2974.3516
6,-8962.2482
7,-864.6705
8,-3971.6360